1.
The ion C5H8N with charge +1 in a non-equilibrium geometry, computed with the ωB97M-V functional and the def2-TZVPD basis.

```
! wB97M-V def2-TZVPD RIJCOSX def2/J DEFGRID3
* xyz 1 1
C -2.161 2.251 -0.404
C -1.598 1.333 0.237
C -1.161 0.316 0.919
C 0.078 -0.217 0.286
N 1.048 -1.158 0.450
C 2.000 -1.497 -0.484
H -1.948 3.190 0.094
H -2.722 2.264 -1.296
H -1.628 -0.219 1.687
H 0.297 0.426 -0.655
H 0.914 -1.732 1.368
H 2.998 -1.583 -0.009
H 1.749 -2.483 -0.891
H 2.135 -0.889 -1.301
*
```

Calculated values
* structure (SMILES): C=C=C/C=[NH+]/C
* frontier orbital gap: 0.360 Ha
* highest occupied orbital energy: -14.703 eV
* DFT total energy: -249.71379 a.u.
* LUMO energy: -4.899 eV
* energy relative to the best compared isomer or geometry (same formula, charge and spin): 69.9 kcal per mole


2.
A cluster of 2 separate species, C5H8N in total in a non-equilibrium geometry, computed with the ωB97M-V functional and the def2-TZVPD basis.

```
! wB97M-V def2-TZVPD RIJCOSX def2/J DEFGRID3
* xyz 1 1
C 1.808 -0.016 0.001
C 2.747 0.889 0.011
C 1.237 -1.361 0.003
C -3.299 0.080 0.006
C -0.749 0.324 -0.033
N 0.424 -0.179 -0.040
H 2.547 1.947 -0.031
H 3.784 0.600 0.070
H 1.285 -1.970 -0.892
H 1.201 -1.948 0.915
H -3.418 0.893 -0.688
H -3.397 -0.932 -0.347
H -0.813 1.406 -0.035
H -3.357 0.268 1.060
*
```

Calculated values
* frontier orbital gap (spin up / spin down): 0.313 / 0.314 Ha
* highest occupied orbital energy (spin up / spin down): -14.252 / -14.262 eV
* DFT total energy: -249.57780 a.u.
* LUMO energy (spin up / spin down): -5.727 / -5.711 eV
* energy relative to the best compared isomer or geometry (same formula, charge and spin): 155.2 kcal per mole


3.
A structure of composition C5H8N in a non-equilibrium geometry, computed with the ωB97M-V functional and the def2-TZVPD basis.

```
! wB97M-V def2-TZVPD RIJCOSX def2/J DEFGRID3
* xyz 1 1
C -2.097 -0.053 -0.707
C -0.026 0.499 -0.490
C 1.105 1.458 -0.594
C -2.779 -0.146 0.496
C 1.914 -0.931 0.262
N 1.077 0.029 -0.184
H 1.280 2.216 0.186
H 1.274 1.760 -1.643
H -3.828 -0.239 0.402
H -2.103 -1.108 0.103
H -2.457 0.201 1.400
H 2.576 -0.514 1.021
H 2.576 -1.220 -0.544
H 1.488 -1.952 0.291
*
```

Calculated values
* frontier orbital gap: 0.358 Ha
* highest occupied orbital energy: -13.976 eV
* DFT total energy: -249.49767 a.u.
* LUMO energy: -4.240 eV
* energy relative to the best compared isomer or geometry (same formula, charge and spin): 205.5 kcal per mole


4.
A cluster of 2 separate species, C5H8N in total in a non-equilibrium geometry, computed with the ωB97M-V functional and the def2-TZVPD basis.

```
! wB97M-V def2-TZVPD RIJCOSX def2/J DEFGRID3
* xyz 1 1
C -0.418 1.937 -1.343
C 1.817 -1.482 1.305
C -0.296 0.603 -1.315
C -0.400 -0.513 1.530
C -1.265 -0.232 -0.613
N 0.666 -1.068 1.481
H 0.283 2.546 -1.906
H -1.307 2.469 -1.006
H 2.640 -0.777 1.137
H 2.123 -2.538 1.273
H 0.604 0.140 -1.620
H -1.271 -0.261 2.005
H -1.197 -1.286 -0.743
H -1.979 0.461 -0.185
*
```

Calculated values
* frontier orbital gap (spin up / spin down): 0.269 / 0.270 Ha
* highest occupied orbital energy (spin up / spin down): -13.126 / -13.129 eV
* DFT total energy: -249.62672 a.u.
* LUMO energy (spin up / spin down): -5.795 / -5.792 eV
* energy relative to the best compared isomer or geometry (same formula, charge and spin): 124.5 kcal per mole


Question: DFT total energy of number 3 (C5H8N)?
Answer: -249.49767 a.u.